[1]
The following is a quantum chemistry calculation of a structure of composition C41H55F5N5O2ReSTe, from OMol25.

```
111
Properties=species:S:1:pos:R:3:mulliken_charge:R:1
Re 0.23 0.29 1.29 2.6753
C 3.23 4.38 -0.58 -1.4379
C 3.81 3.34 0.39 0.6748
C 3.15 3.40 1.74 -1.3429
C 3.87 1.94 -0.22 0.3347
C 5.17 1.63 -0.64 -1.4911
C 5.51 0.46 -1.28 -1.5244
C 4.50 -0.41 -1.60 -0.5108
C 3.18 -0.16 -1.23 0.9363
C 2.15 -1.02 -1.93 2.3519
C 2.01 -0.56 -3.38 -1.7413
C 2.48 -2.51 -1.87 -1.5659
C 2.86 0.97 -0.44 -0.2547
N 1.44 1.10 -0.06 1.7641
C 0.69 2.10 -0.80 -1.5720
C -0.66 1.53 -1.19 -0.4026
N -1.32 0.86 -0.32 0.1435
C -2.77 0.86 -0.62 -0.4057
C -3.56 -0.29 -0.44 0.8453
C -4.87 -0.32 -0.91 -0.4091
C -5.42 0.75 -1.57 -1.4830
C -4.67 1.90 -1.68 -0.7803
C -3.38 2.04 -1.18 -0.1121
C -2.95 3.53 -1.25 0.5540
C -1.94 4.01 -2.31 -1.7619
C -2.68 4.16 0.11 -1.5139
C -3.16 -1.56 0.28 2.6913
C -4.04 -1.77 1.52 -1.7615
C -3.28 -2.79 -0.63 -1.7034
H 3.63 5.37 -0.34 0.4390
H 2.14 4.44 -0.51 0.1318
H 3.51 4.15 -1.61 0.3727
H 4.85 3.61 0.54 0.7976
H 2.14 3.09 1.59 -0.3562
H 3.13 4.41 2.16 0.4722
H 3.60 2.72 2.46 0.4270
H 5.95 2.36 -0.45 0.3882
H 6.53 0.26 -1.57 0.3990
H 4.72 -1.29 -2.20 0.3627
H 1.19 -0.83 -1.45 -1.5067
H 2.94 -0.71 -3.93 0.3844
H 1.76 0.50 -3.45 0.2920
H 1.23 -1.13 -3.90 0.4693
H 3.42 -2.73 -2.38 0.4991
H 1.72 -3.10 -2.38 0.4168
H 2.58 -2.87 -0.84 0.1872
H 1.26 2.43 -1.68 0.6512
H -1.13 1.87 -2.10 1.6702
H -5.46 -1.21 -0.76 0.3662
H -6.43 0.70 -1.97 0.4062
H -5.14 2.76 -2.14 0.4444
H -3.88 4.00 -1.57 0.8407
H -0.91 3.97 -1.96 0.2653
H -2.15 5.05 -2.54 0.5202
H -2.04 3.45 -3.24 0.3396
H -1.82 3.67 0.55 0.2899
H -3.51 4.01 0.80 0.3954
H -2.44 5.22 0.03 0.4530
H -2.14 -1.47 0.64 -1.4283
H -5.06 -2.04 1.24 0.4519
H -4.10 -0.86 2.11 0.2787
H -3.64 -2.58 2.13 0.3861
H -4.31 -2.92 -0.96 0.4209
H -2.99 -3.70 -0.10 0.4382
H -2.68 -2.70 -1.53 0.3109
C -1.53 1.30 6.26 -1.5105
C -0.84 0.91 4.97 0.0176
S -1.84 -0.19 3.99 0.2058
O -0.97 -0.62 2.78 -0.6784
C -1.77 -1.68 4.99 -0.5966
C -0.38 -2.08 5.48 -1.1209
H -0.92 2.05 6.77 0.4220
H -1.66 0.46 6.94 0.3442
H -2.51 1.75 6.07 0.3937
H 0.15 0.46 5.10 0.3278
H -0.74 1.78 4.33 -0.0045
H -2.21 -2.44 4.35 0.3494
H -2.47 -1.51 5.81 0.6455
H 0.37 -1.92 4.71 0.1719
H -0.38 -3.14 5.73 0.4333
H -0.09 -1.53 6.37 0.2846
F -1.41 3.86 3.15 -0.3834
Te -0.16 3.02 2.02 1.7215
F 0.96 3.15 3.59 -0.4648
F 1.65 0.07 2.52 -0.9299
F 0.23 4.82 1.70 -0.3848
F -1.89 1.87 2.00 -0.5868
O 0.34 3.24 -0.06 -0.9020
C -0.06 -3.78 -0.33 -1.6817
C -0.11 -2.41 -0.21 -0.1402
N 0.41 -1.79 0.87 0.8467
C 1.02 -2.51 1.81 -0.5249
C 1.17 -3.89 1.72 0.8258
C 0.58 -4.53 0.65 -0.5570
C 1.89 -4.64 2.77 -1.6300
C 3.01 -4.33 3.42 -0.6344
C 3.97 -3.23 3.22 0.9981
C 4.83 -2.88 4.25 -0.7769
C 5.73 -1.85 4.00 -0.2555
N 5.79 -1.22 2.84 -0.5697
C 4.94 -1.65 1.90 -0.0063
N 4.04 -2.62 2.03 -0.2786
H -0.52 -4.25 -1.19 0.6999
H -0.59 -1.78 -0.94 0.8082
H 1.39 -1.96 2.66 0.4853
H 0.63 -5.61 0.55 0.6000
H 1.42 -5.59 3.03 0.4460
H 3.30 -5.02 4.21 0.4469
H 4.80 -3.38 5.20 0.4348
H 6.42 -1.52 4.77 0.4426
H 4.99 -1.16 0.94 0.3924
```

For the maximum force, the calculation gives 0.47 eV/A. The relative energy (zero: lowest compared OMol25 entry of this formula, charge and spin) comes out at 57.9 kcal/mol. Its charge is +1. As for the spin multiplicity: 4. The value obtained for the gap between HOMO and LUMO (alpha / beta) is 7.14 / 7.15 eV.

[2]
The following is a quantum chemistry calculation of a structure of composition C47H44FN6O3P2Pd at a distorted geometry, from OMol25.

```
104
Properties=species:S:1:pos:R:3:mulliken_charge:R:1
Pd -0.79 2.56 0.61 0.1408
C -4.80 -4.43 0.29 -0.9333
C -3.89 -4.20 1.50 -1.0554
N -2.92 -3.13 1.25 0.2184
C -3.32 -1.87 1.57 -0.3144
C -2.57 -0.76 1.32 -0.3820
C -3.20 0.64 1.43 0.0211
O -4.11 0.78 2.23 -0.7325
O -2.74 1.49 0.59 -0.6084
C -1.28 -1.00 0.83 0.1399
O -0.44 0.04 0.74 0.3309
C -0.84 -2.26 0.48 0.4012
C -0.38 -2.76 -2.53 -0.4022
C -0.28 -4.17 -2.28 1.0899
F 0.51 -4.79 -3.21 -0.3831
C -0.78 -4.95 -1.26 -1.5150
C -1.54 -4.58 -0.10 -0.4985
C -1.74 -3.36 0.54 0.2431
N -0.64 -6.39 -1.35 0.6111
C 0.58 -7.01 -1.86 -0.6245
C 0.55 -8.49 -1.39 -0.6489
N -0.53 -8.61 -0.37 -0.0962
C -1.87 -8.44 -1.00 -0.9121
C -1.80 -7.13 -1.82 -0.3463
H -5.51 -5.23 0.51 0.4113
H -4.23 -4.70 -0.59 0.2101
H -5.37 -3.52 0.07 0.3570
H -3.36 -5.10 1.78 0.4956
H -4.50 -3.90 2.35 0.4713
H -4.30 -1.75 2.01 0.5953
H 0.49 -2.34 -3.02 0.3677
H -2.10 -5.42 0.29 0.3198
H 1.43 -6.48 -1.44 0.4336
H 0.66 -6.99 -2.94 0.4348
H 1.50 -8.80 -0.96 0.3613
H 0.30 -9.16 -2.22 0.3433
H -0.42 -7.76 0.21 0.3742
H -0.46 -9.46 0.19 0.2914
H -2.61 -8.39 -0.20 0.4197
H -2.09 -9.31 -1.62 0.3721
H -2.71 -6.54 -1.67 0.2328
H -1.73 -7.36 -2.89 0.4046
C 2.95 2.46 2.16 -1.3037
C 2.28 1.26 1.46 -0.9402
P 1.37 1.63 -0.09 1.2844
C 0.44 0.00 -0.42 1.3340
C -0.47 0.29 -1.64 -0.7365
C -1.32 -0.50 -2.30 -0.9672
C -1.40 -1.96 -2.22 -0.6348
C 0.58 -2.36 0.16 -0.8061
C 1.21 -1.28 -0.31 -1.2429
C 2.59 1.57 -1.45 1.3807
C 3.80 2.26 -1.34 -0.4909
C 4.74 2.21 -2.35 -0.9769
C 4.48 1.50 -3.51 -0.5983
C 3.28 0.82 -3.65 -0.9577
C 2.33 0.86 -2.63 -0.4294
C 2.06 3.70 2.17 0.1841
P 1.87 4.31 0.43 1.2397
C 0.09 4.71 0.32 -0.1260
C -0.61 4.26 -0.84 -0.5052
C -2.01 4.42 -0.90 -0.4027
C -2.68 5.05 0.13 -0.7585
C -1.97 5.59 1.21 -0.9242
C -0.60 5.43 1.31 -0.6499
C 2.74 5.92 0.49 0.8042
C 2.11 7.13 0.24 -0.5295
C 2.83 8.31 0.32 -0.7515
C 4.18 8.29 0.63 -0.5232
C 4.82 7.08 0.84 -0.7538
C 4.11 5.90 0.77 -0.4651
H 3.91 2.68 1.68 0.2221
H 3.18 2.18 3.19 0.5659
H 1.51 0.85 2.12 0.4440
H 3.01 0.47 1.25 0.7904
H -0.58 1.36 -1.83 0.2262
H -2.06 -0.03 -2.94 0.4832
H -2.37 -2.38 -1.94 0.4848
H 1.08 -3.31 0.30 0.5260
H 2.27 -1.29 -0.55 0.5479
H 4.01 2.84 -0.45 0.2137
H 5.68 2.74 -2.23 0.4641
H 5.20 1.48 -4.31 0.4044
H 3.06 0.27 -4.55 0.4792
H 1.40 0.33 -2.76 0.3656
H 2.48 4.49 2.80 0.7844
H 1.08 3.43 2.56 -0.4686
H -0.06 3.93 -1.71 0.5670
H -2.56 4.06 -1.76 0.4855
H -3.76 5.14 0.10 0.4346
H -2.50 6.12 1.99 0.5109
H -0.07 5.84 2.16 0.8166
H 1.06 7.16 -0.02 0.3689
H 2.32 9.26 0.15 0.4105
H 4.73 9.22 0.70 0.3935
H 5.88 7.06 1.07 0.4200
H 4.62 4.96 0.94 0.2683
N -0.80 2.04 2.76 -0.5098
C -1.36 2.85 3.38 0.9291
C -1.85 3.84 4.20 -0.1651
C -0.88 4.80 4.59 0.2938
N -0.05 5.57 4.82 -0.6310
C -3.22 4.02 4.49 0.0235
N -4.33 4.21 4.70 -0.5418
```

For the maximum force, the calculation gives 1.72 eV/A. The relative energy (zero: lowest compared OMol25 entry of this formula, charge and spin) comes out at 156.1 kcal/mol. Its charge is +1. As for the spin multiplicity: 1. The value obtained for the gap between HOMO and LUMO (alpha / beta) is 4.55 / 4.55 eV.

[3]
The following is a quantum chemistry calculation of a structure of composition C22H33N3OS at a distorted geometry, from OMol25.

```
60
Properties=species:S:1:pos:R:3:mulliken_charge:R:1
C 0.20 1.87 6.41 -1.0596
C 0.99 2.83 5.40 -0.8641
C 0.44 2.76 4.00 -0.6020
C 0.94 1.70 3.20 0.0011
N 0.55 0.54 3.63 0.6706
C -1.04 0.31 3.40 -1.6002
C -1.46 0.19 1.94 -0.2895
H -0.83 -1.00 1.53 0.0279
H -0.86 0.77 1.33 -0.1049
H -2.42 0.00 1.70 0.6967
H -1.43 -0.83 4.05 0.2140
H -1.50 0.97 3.84 0.9116
C 1.39 -0.58 3.47 -1.3704
C 1.49 -1.18 2.15 0.9903
C 1.55 -2.32 1.48 -1.1107
C 1.73 -1.98 0.22 0.0791
C 2.17 -0.60 0.01 0.7733
O 1.96 -0.09 1.31 -0.2064
C 2.58 -0.03 -1.15 -1.7310
N 1.34 0.27 -1.94 0.1967
C 0.53 1.11 -1.71 -0.1229
N -0.85 0.95 -2.32 -0.0845
C -1.03 -0.15 -3.37 0.1897
C -0.41 -0.08 -4.53 0.5993
C -0.33 -1.36 -5.49 -1.2346
C -1.48 -2.14 -5.32 1.1648
C -2.11 -1.86 -4.11 -0.0288
C -1.94 -1.19 -3.12 0.5953
C -2.75 -0.87 -1.75 -2.4406
H -2.05 -0.79 -1.03 0.6545
H -3.33 -0.23 -1.81 0.6575
H -3.12 -1.87 -1.67 0.4697
H -2.95 -2.81 -3.85 -0.0361
C -1.70 -3.08 -6.25 -2.0599
H -1.72 -4.09 -5.72 0.3287
H -1.13 -3.38 -7.01 0.5613
H -2.60 -3.12 -6.70 0.4674
H -0.23 -1.10 -6.42 0.4714
C 0.75 0.92 -4.93 -1.4312
H 1.66 0.60 -4.46 0.2006
H 0.37 2.00 -4.58 0.2672
H 0.60 1.13 -5.86 0.7329
H -1.47 1.60 -2.10 0.1055
S 0.54 2.49 -0.63 -0.3445
H 1.28 -0.62 -2.41 0.2469
H 2.82 1.12 -0.86 0.4139
H 3.38 -0.21 -1.73 0.7254
H 1.84 -2.67 -0.81 0.1359
H 1.14 -3.35 1.89 0.2360
H 2.13 -0.49 4.22 0.3706
H 0.80 -1.64 4.03 0.1665
H 2.04 1.56 3.32 0.5807
H 0.71 1.78 2.05 -0.5818
H -0.70 3.03 4.07 0.3223
H 0.72 3.86 3.50 0.2552
H 1.84 2.60 5.54 0.6450
H 0.99 3.91 5.98 0.2427
H -0.80 2.15 6.62 0.3517
H 0.68 1.77 7.45 0.3241
H 0.07 0.93 5.91 0.2596
```

For the maximum force, the calculation gives 16.59 eV/A. The relative energy (zero: lowest compared OMol25 entry of this formula, charge and spin) comes out at 505.2 kcal/mol. As for the spin multiplicity: 1. The value obtained for the gap between HOMO and LUMO is 7.80 eV.